{
  "formula": "C46H89ClN12O11",
  "method": "wB97M-V/def2-TZVPD",
  "elements": ["C", "C", "C", "C", "C", "C", "C", "C", "C", "C", "C", "N", "C", "N", "C", "C", "C", "C", "O", "C", "C", "C", "C", "Cl", "N", "C", "C", "O", "N", "O", "H", "H", "H", "H", "H", "H", "H", "H", "H", "H", "H", "H", "H", "H", "H", "H", "H", "H", "H", "H", "H", "H", "H", "H", "H", "H", "H", "H", "H", "H", "H", "H", "H", "C", "N", "C", "C", "O", "H", "H", "H", "H", "H", "H", "H", "C", "N", "C", "C", "O", "H", "H", "H", "H", "H", "H", "H", "C", "N", "C", "C", "O", "H", "H", "H", "H", "H", "H", "H", "C", "N", "C", "C", "O", "H", "H", "H", "H", "H", "H", "H", "C", "N", "C", "C", "O", "H", "H", "H", "H", "H", "H", "H", "C", "N", "C", "C", "O", "H", "H", "H", "H", "H", "H", "H", "C", "N", "C", "C", "O", "H", "H", "H", "H", "H", "H", "H", "C", "N", "C", "C", "O", "H", "H", "H", "H", "H", "H", "H"],
  "coordinates": [[-4.5881, -3.6339, -3.8378], [-3.5301, -3.7761, -2.7151], [-3.0015, -2.4421, -2.2572], [-2.0811, -1.6909, -3.0580], [-1.6548, -2.2596, -4.3905], [-1.5975, -0.4753, -2.6183], [-0.6043, 0.3502, -3.3987], [-1.0133, 0.7922, -4.8236], [0.2069, 0.9129, -5.7485], [0.6188, -0.3843, -6.4560], [1.7543, -1.1988, -5.8099], [2.8756, -0.4212, -5.2574], [-2.0415, 0.0322, -1.3632], [-1.5940, 1.2492, -0.9335], [-1.9961, 1.6828, 0.2280], [-1.5099, 3.0228, 0.7277], [-0.6763, 3.8028, -0.2766], [0.7384, 3.2761, -0.4327], [-0.6613, 5.1502, 0.2126], [-2.8945, 0.9081, 1.0448], [-3.3137, 1.3911, 2.4135], [-2.2150, 1.0764, 3.4723], [-2.7132, 0.2052, 4.6146], [-3.3962, -1.3315, 4.0123], [-3.3672, -0.2404, 0.6458], [-2.9413, -0.6937, -0.5648], [-3.3938, -1.9431, -1.0418], [-4.2535, -2.6673, -0.2305], [-5.6454, -2.2430, -0.4955], [-6.1630, -1.9072, 0.4743], [-4.2006, -4.0167, -4.7806], [-4.7985, -2.5757, -3.9958], [-5.5130, -4.1356, -3.5655], [-3.9379, -4.3126, -1.8624], [-2.6853, -4.3695, -3.0662], [-2.3039, -1.8799, -5.1809], [-0.6300, -1.9727, -4.6060], [-1.7074, -3.3430, -4.4090], [-0.3352, 1.2433, -2.8447], [0.3155, -0.2430, -3.4864], [-1.7817, 0.1578, -5.2577], [-1.4126, 1.8059, -4.7304], [-0.0374, 1.6465, -6.5212], [1.0311, 1.3501, -5.1790], [0.9545, -0.1291, -7.4652], [-0.2364, -1.0465, -6.5806], [2.1713, -1.8331, -6.5903], [1.4024, -1.8763, -5.0335], [2.9671, 0.4900, -5.6813], [2.7931, -0.3367, -4.2555], [-0.9164, 2.8630, 1.6326], [-2.3899, 3.6299, 0.9502], [-1.1943, 3.7853, -1.2407], [1.2974, 3.5087, 0.4778], [1.2529, 3.7393, -1.2767], [0.7560, 2.1950, -0.5560], [-0.0624, 5.6537, -0.3485], [-3.5138, 2.4600, 2.3949], [-4.2090, 0.8230, 2.6567], [-1.3650, 0.5759, 3.0092], [-1.9012, 2.0205, 3.9234], [-3.4335, 0.7063, 5.2565], [-1.8730, -0.0792, 5.2456], [2.1998, -5.2979, -9.3506], [1.6885, -4.3383, -8.3893], [0.4856, -4.3174, -7.7680], [-0.5079, -5.3939, -8.1251], [0.2239, -3.4388, -6.9532], [3.1152, -5.7508, -8.9790], [2.4168, -4.7818, -10.2900], [1.4790, -6.0827, -9.5372], [2.2856, -3.5681, -8.1319], [-1.4125, -5.2232, -7.5483], [-0.7541, -5.3524, -9.1872], [-0.1058, -6.3781, -7.8901], [-1.5313, 9.2398, 3.6398], [-0.9275, 8.1991, 4.4459], [-0.8286, 6.8764, 4.1606], [-1.4095, 6.3809, 2.8653], [-0.2828, 6.1107, 4.9485], [-0.7934, 10.0043, 3.3914], [-2.3496, 9.7137, 4.1865], [-1.9163, 8.8250, 2.7156], [-0.5243, 8.4541, 5.3333], [-1.2478, 5.3108, 2.8029], [-2.4839, 6.5763, 2.8301], [-0.9216, 6.8536, 2.0217], [1.0502, 5.1113, 7.5017], [2.1806, 4.2007, 7.6284], [2.3291, 3.1569, 8.4758], [1.1851, 2.8693, 9.4207], [3.3399, 2.4672, 8.4649], [0.6399, 5.0567, 6.4980], [1.3861, 6.1346, 7.6811], [0.2758, 4.8627, 8.2196], [2.9664, 4.3335, 7.0121], [1.4513, 2.0033, 10.0183], [1.0034, 3.7128, 10.0872], [0.2775, 2.6461, 8.8582], [7.8858, -2.2303, -3.5275], [7.8527, -3.0124, -4.7469], [7.1495, -2.7657, -5.8869], [6.2854, -1.5279, -5.9117], [7.2247, -3.5276, -6.8369], [8.9030, -1.8938, -3.3185], [7.5434, -2.8290, -2.6814], [7.2446, -1.3603, -3.6170], [8.4093, -3.8511, -4.7911], [5.7913, -1.4703, -6.8760], [5.5185, -1.5733, -5.1384], [6.8892, -0.6298, -5.7735], [0.3233, -2.4695, 11.0349], [-0.5329, -1.8555, 10.0399], [-0.1692, -1.1143, 8.9583], [1.3072, -0.8831, 8.7393], [-1.0153, -0.6591, 8.2054], [0.1757, -3.5508, 11.0484], [0.0919, -2.0802, 12.0280], [1.3660, -2.2651, 10.8177], [-1.5296, -1.9726, 10.1305], [1.4330, -0.2768, 7.8481], [1.7426, -0.3521, 9.5858], [1.8335, -1.8277, 8.5974], [-5.6225, -4.1459, 3.6252], [-6.7641, -5.0247, 3.8098], [-7.1125, -5.7322, 4.9154], [-6.2144, -5.6076, 6.1260], [-8.1095, -6.4354, 4.9224], [-5.9651, -3.1406, 3.3764], [-5.0004, -4.5086, 2.8050], [-5.0190, -4.0938, 4.5244], [-7.3997, -5.1473, 3.0377], [-6.6257, -6.2273, 6.9166], [-5.2043, -5.9490, 5.8975], [-6.1696, -4.5746, 6.4723], [2.9080, -8.6598, -4.1665], [2.3187, -8.4301, -5.4714], [2.5223, -7.3863, -6.3139], [3.4797, -6.3074, -5.8651], [1.9435, -7.3350, -7.3902], [3.4676, -9.5965, -4.1638], [2.1288, -8.7231, -3.4055], [3.5826, -7.8520, -3.9056], [1.6705, -9.1149, -5.8274], [3.5339, -5.5465, -6.6370], [3.1305, -5.8417, -4.9430], [4.4778, -6.7161, -5.7046], [3.2291, 10.7095, 0.6977], [2.0568, 9.8560, 0.7213], [1.6748, 8.9806, 1.6854], [2.5541, 8.8506, 2.9067], [0.6518, 8.3239, 1.5654], [2.9332, 11.7576, 0.6331], [3.8511, 10.4747, -0.1673], [3.8192, 10.5705, 1.5969], [1.4250, 9.8934, -0.0632], [2.1050, 8.1162, 3.5696], [3.5541, 8.5139, 2.6317], [2.6318, 9.8029, 3.4331]],
  "forces_ev_per_angstrom": [[0.4, 0.2, 0.2], [0.1, 0.0, -0.1], [0.2, 0.1, 0.2], [-0.1, -0.2, 0.1], [0.0, 0.2, 0.4], [-0.2, 0.3, 0.1], [0.2, -0.6, -0.5], [0.5, 0.6, 0.4], [-0.6, -0.1, -0.2], [0.4, 0.1, 0.2], [0.5, 0.2, -0.2], [0.0, -0.4, 0.1], [0.0, 0.1, 0.1], [-0.1, -0.1, 0.2], [0.1, -0.2, 0.0], [0.1, -0.2, -0.5], [-0.1, 0.1, -0.1], [0.1, -0.1, 0.3], [0.1, -0.2, -0.2], [-0.2, 0.1, 0.1], [0.5, -0.5, -0.1], [-0.7, 0.2, 0.1], [0.7, 0.0, 0.2], [-0.2, -0.1, 0.1], [0.2, 0.3, -0.2], [0.1, 0.0, 0.0], [-0.3, -0.4, -0.3], [0.1, 0.1, 0.4], [0.1, 0.5, -0.3], [-0.1, -0.4, 0.2], [-0.2, -0.1, 0.0], [-0.2, 0.0, 0.0], [0.0, -0.1, -0.1], [-0.1, 0.1, 0.0], [-0.1, -0.1, 0.0], [0.1, -0.1, -0.1], [-0.1, 0.0, -0.2], [0.0, 0.0, -0.1], [0.0, -0.1, 0.2], [0.0, 0.0, 0.0], [0.0, 0.0, -0.1], [-0.4, -0.1, 0.0], [0.0, 0.0, 0.0], [0.1, 0.0, 0.0], [0.0, 0.0, 0.0], [0.0, 0.0, -0.1], [-0.2, -0.2, 0.0], [-0.1, 0.0, 0.0], [0.0, 0.1, 0.1], [0.0, 0.4, 0.0], [-0.2, 0.2, 0.2], [0.1, 0.1, 0.3], [0.0, -0.1, 0.0], [0.0, 0.0, 0.0], [0.0, 0.0, 0.0], [-0.1, 0.0, -0.2], [0.0, 0.1, 0.1], [-0.2, 0.0, 0.1], [-0.1, 0.2, 0.0], [0.1, 0.1, 0.0], [0.3, -0.1, 0.0], [-0.3, -0.1, -0.2], [0.0, 0.0, 0.1], [0.1, 0.5, -0.2], [0.0, -0.1, 0.0], [0.0, 0.0, 0.0], [-0.1, 0.0, 0.0], [-0.1, -0.2, 0.0], [0.0, -0.1, 0.0], [0.0, -0.1, 0.0], [0.0, 0.0, 0.1], [0.0, 0.0, 0.0], [0.0, 0.0, 0.0], [0.0, -0.1, 0.0], [0.0, 0.0, -0.1], [0.1, 0.0, 0.2], [0.0, 0.0, 0.0], [0.0, -0.2, -0.1], [-0.2, 0.0, 0.2], [0.0, 0.2, -0.1], [0.0, 0.0, -0.1], [0.0, 0.0, -0.1], [0.0, 0.0, 0.0], [0.0, 0.0, 0.0], [0.0, 0.0, 0.1], [0.0, 0.0, -0.1], [-0.1, 0.0, -0.1], [0.4, -0.2, -0.2], [-0.1, 0.0, 0.2], [0.1, -0.1, 0.0], [0.0, -0.1, 0.0], [0.0, 0.0, 0.0], [-0.1, 0.1, 0.1], [-0.1, 0.0, 0.0], [0.0, 0.0, 0.0], [0.0, 0.0, 0.0], [0.0, 0.0, 0.0], [-0.1, 0.0, 0.0], [-0.1, 0.0, 0.1], [0.1, -0.2, -0.1], [-0.1, 0.1, 0.0], [0.0, 0.0, -0.1], [0.0, -0.1, 0.0], [0.0, 0.0, 0.0], [0.0, 0.1, 0.0], [0.0, 0.1, 0.0], [0.0, 0.0, 0.0], [0.0, 0.0, 0.0], [0.0, -0.1, 0.0], [0.0, 0.1, 0.0], [0.0, 0.0, 0.1], [-0.3, 0.0, 0.0], [0.1, 0.0, 0.0], [0.0, 0.0, 0.0], [-0.1, 0.0, -0.1], [0.0, 0.0, 0.0], [0.1, 0.0, 0.0], [0.1, 0.0, 0.0], [0.0, 0.0, 0.0], [0.0, 0.0, 0.0], [0.0, 0.0, 0.0], [0.1, -0.1, 0.0], [0.0, 0.0, 0.1], [-0.3, 0.0, -0.3], [0.1, 0.0, 0.1], [0.0, 0.0, 0.0], [-0.1, 0.0, 0.0], [0.0, 0.0, 0.0], [0.1, 0.1, 0.0], [0.1, 0.1, 0.0], [0.0, 0.0, 0.0], [0.0, 0.0, 0.0], [0.0, 0.0, 0.0], [0.0, 0.1, 0.0], [0.1, 0.0, 0.0], [-0.2, -0.1, -0.1], [0.0, 0.0, 0.0], [0.0, 0.0, 0.0], [0.0, 0.0, -0.1], [0.0, -0.2, 0.2], [0.1, 0.0, 0.0], [0.0, 0.0, 0.1], [0.0, 0.0, 0.0], [0.0, 0.0, 0.0], [0.0, 0.0, 0.0], [0.1, 0.0, 0.0], [0.0, 0.0, 0.1], [-0.2, 0.0, -0.2], [0.0, 0.0, 0.1], [0.0, -0.1, 0.1], [-0.1, 0.0, 0.0], [0.1, 0.1, -0.2], [0.1, 0.0, 0.0], [0.1, 0.0, 0.0], [0.0, 0.0, 0.0], [0.0, 0.0, 0.0], [0.0, 0.0, 0.0], [0.0, 0.1, 0.0], [0.1, 0.0, 0.0]],
  "orbital_gap_ev": 8.3
}